Record 1
Here is a structure of composition C31H46EuI2N8O2Si3 at a distorted geometry from the Open Molecules 2025 dataset. Energies are from the ωB97M-V functional and the def2-TZVPD basis.

Its total charge is +1. For the energy above the lowest of the compared OMol25 structures with the same formula, charge and spin, the calculation gives 125.4 kcal/mol. The value obtained for the total energy is -108070.0266 eV. As for the multiplicity: 7.

Each line ends with the Mulliken charge.
Element x y z (Å)
Eu (8.982, 11.555, 12.738)  0.397
I (6.952, 17.642, 17.263)  0.075
C (7.635, 15.744, 16.674)  -0.548
C (8.954, 15.352, 16.816)  -0.254
C (9.356, 14.195, 16.201)  -0.425
I (11.406, 13.687, 16.303)  0.013
C (8.477, 13.397, 15.424)  -0.439
O (8.918, 12.353, 14.776)  0.289
C (7.149, 13.789, 15.359)  0.454
C (6.286, 12.873, 14.500)  -1.387
N (6.742, 12.836, 13.047)  -0.140
C (6.762, 14.190, 12.521)  -1.322
C (8.050, 14.947, 12.738)  0.523
C (8.008, 16.340, 13.068)  -0.933
C (9.205, 16.981, 13.372)  -0.693
C (10.395, 16.272, 13.249)  -1.152
C (10.295, 14.945, 12.858)  -0.423
N (9.201, 14.259, 12.683)  1.227
C (6.704, 14.942, 15.994)  -0.516
H (9.671, 16.058, 17.230)  0.388
H (5.243, 13.175, 14.508)  0.641
H (6.250, 11.857, 14.893)  0.336
H (5.999, 12.289, 12.614)  0.019
H (6.021, 14.732, 13.145)  0.668
H (6.520, 14.247, 11.426)  0.512
H (7.012, 16.727, 13.277)  0.497
H (9.223, 18.052, 13.611)  0.412
H (11.359, 16.673, 13.478)  0.555
H (11.209, 14.415, 12.830)  0.387
H (5.683, 15.243, 15.840)  0.496
C (5.848, 9.707, 12.547)  -1.310
O (7.222, 9.962, 12.344)  0.000
Si (8.291, 8.562, 11.934)  -0.130
C (7.541, 6.958, 12.647)  -1.135
C (8.251, 8.354, 10.108)  -0.878
C (9.908, 9.201, 12.622)  1.385
Si (9.966, 8.750, 14.452)  -0.032
C (10.447, 6.992, 14.896)  -1.032
C (11.196, 9.803, 15.357)  -0.406
C (8.273, 9.122, 15.284)  -0.756
Si (11.400, 8.454, 11.744)  0.305
C (13.090, 8.466, 12.626)  -1.272
C (11.755, 9.451, 10.145)  -0.971
C (11.210, 6.599, 11.203)  -1.158
H (5.519, 8.917, 11.863)  0.471
H (5.245, 10.591, 12.401)  0.586
H (5.636, 9.247, 13.520)  0.186
H (6.413, 6.765, 12.514)  0.348
H (7.703, 6.985, 13.700)  0.368
H (8.075, 6.110, 12.262)  0.414
H (7.439, 7.820, 9.590)  0.522
H (9.241, 7.942, 9.881)  0.113
H (8.176, 9.363, 9.648)  0.124
H (11.524, 6.834, 14.780)  0.340
H (9.989, 6.155, 14.296)  0.301
H (10.174, 6.824, 15.987)  0.346
H (12.194, 9.570, 15.055)  0.432
H (11.063, 9.783, 16.451)  0.498
H (10.969, 10.863, 15.142)  -0.476
H (7.379, 8.570, 15.012)  0.383
H (8.026, 10.207, 15.263)  -0.102
H (8.389, 8.903, 16.361)  0.544
H (13.575, 9.406, 12.773)  0.262
H (13.766, 7.904, 11.930)  0.416
H (13.117, 7.885, 13.553)  0.406
H (11.010, 10.213, 9.956)  -0.002
H (11.869, 8.791, 9.285)  0.686
H (12.659, 10.041, 10.289)  0.355
H (10.904, 5.926, 11.987)  0.355
H (12.256, 6.312, 10.984)  0.391
H (10.657, 6.383, 10.308)  0.464
N (6.802, 11.775, 9.854)  0.044
C (7.840, 12.575, 9.545)  0.127
N (7.666, 13.506, 8.600)  -0.852
C (8.728, 14.233, 8.333)  0.235
N (8.610, 15.196, 7.406)  -0.366
N (10.008, 13.955, 8.806)  -0.770
C (10.075, 13.088, 9.798)  -0.086
N (9.004, 12.368, 10.246)  0.949
C (11.350, 12.797, 10.450)  0.057
C (12.572, 13.097, 9.822)  -0.651
C (13.755, 12.691, 10.479)  -1.070
C (13.677, 12.090, 11.726)  -0.935
C (12.373, 11.874, 12.280)  -0.766
N (11.307, 12.214, 11.643)  1.605
H (6.041, 11.812, 9.175)  0.284
H (6.913, 10.885, 10.309)  -0.190
H (7.746, 15.338, 6.915)  0.250
H (9.379, 15.789, 7.109)  0.243
H (12.488, 13.627, 8.857)  0.531
H (14.767, 12.878, 10.145)  0.406
H (14.555, 11.809, 12.240)  0.624
H (12.271, 11.544, 13.313)  0.337


Record 2
Here is an isolated molecule of C5H5NO2 at a distorted geometry from the Open Molecules 2025 dataset. Energies are from the ωB97M-V functional and the def2-TZVPD basis.

For the energy above the lowest of the compared OMol25 structures with the same formula, charge and spin, the calculation gives 69.9 kcal/mol. The value obtained for the total energy is -10848.2849 eV. Its SMILES is CC(=O)c1ncco1.

Each line ends with the Mulliken charge.
Element x y z (Å)
C (1.778, 1.220, -0.550)  -1.002
C (0.835, 0.292, -1.129)  0.499
O (0.911, -0.136, -2.353)  -0.531
C (-0.164, -0.349, -0.283)  0.540
N (-0.043, -1.053, 0.840)  -0.516
C (-1.302, -1.274, 1.385)  -0.168
C (-2.188, -0.657, 0.503)  -0.111
O (-1.548, 0.003, -0.414)  -0.268
H (2.383, 1.557, -1.394)  0.319
H (1.518, 2.198, 0.083)  0.313
H (2.470, 0.715, 0.361)  0.273
H (-1.384, -1.919, 2.457)  0.262
H (-3.268, -0.597, 0.494)  0.390


Record 3
Here is an isolated molecule of C4H6P2 at a distorted geometry from the Open Molecules 2025 dataset. Energies are from the ωB97M-V functional and the def2-TZVPD basis.

For the energy above the lowest of the compared OMol25 structures with the same formula, charge and spin, the calculation gives 87.0 kcal/mol. The value obtained for the total energy is -22817.2221 eV. Its SMILES is [H]/P=C/C=C\C#[PH2].

Each line ends with the Mulliken charge.
Element x y z (Å)
H (-1.432, 2.755, -0.559)  0.033
P (-1.012, 1.841, 0.423)  -0.131
C (-1.727, 0.316, -0.149)  -0.364
C (-1.130, -0.859, 0.094)  -0.252
C (0.206, -0.990, 0.709)  -0.046
C (1.245, -0.178, 0.604)  -0.267
P (2.047, 1.203, -0.071)  -0.225
H (-2.629, 0.261, -0.579)  0.440
H (-1.555, -1.753, -0.243)  0.390
H (0.228, -1.980, 1.187)  0.308
H (1.561, 1.108, -1.517)  0.063
H (3.284, 0.617, -0.421)  0.051


Record 4
Here is a cluster of 2 separate species, C11H26BNO10S2 in total at a distorted geometry from the Open Molecules 2025 dataset. Energies are from the ωB97M-V functional and the def2-TZVPD basis.

For the energy above the lowest of the compared OMol25 structures with the same formula, charge and spin, the calculation gives 0.0 kcal/mol. The value obtained for the total energy is -56138.6740 eV. Its SMILES is C[C@H](O)C[C@@]1(COO)OS(=O)(=O)O[C@@]1(CCCS)B(N)O.OCCO.

Each line ends with the Mulliken charge.
Element x y z (Å)
C (0.344, -5.443, 0.044)  -1.526
C (0.362, -4.381, -1.038)  0.295
O (0.976, -4.935, -2.217)  -0.578
C (1.217, -3.148, -0.732)  -1.496
C (0.464, -1.973, -0.059)  1.697
C (-0.511, -1.401, -1.078)  -1.829
O (0.088, -0.254, -1.666)  0.096
O (0.151, -0.517, -3.082)  -0.516
O (-0.253, -2.534, 1.098)  -0.492
S (0.686, -2.532, 2.380)  1.257
O (1.078, -3.849, 2.734)  -0.645
O (0.115, -1.715, 3.397)  -0.620
O (1.924, -1.774, 1.712)  -0.492
C (1.433, -0.979, 0.573)  1.318
C (0.892, 0.348, 1.180)  -1.765
C (-0.615, 0.513, 1.501)  -0.666
C (-1.187, 1.880, 1.069)  -0.899
S (-2.312, 1.735, -0.359)  -0.248
B (2.741, -0.664, -0.333)  0.645
N (2.871, 0.492, -1.214)  -0.681
O (3.775, -1.537, -0.267)  -0.648
H (1.347, -5.735, 0.338)  0.293
H (-0.247, -5.139, 0.902)  0.310
H (-0.144, -6.329, -0.369)  0.456
H (-0.664, -4.105, -1.291)  0.221
H (0.347, -5.513, -2.650)  0.396
H (2.095, -3.447, -0.169)  0.909
H (1.541, -2.776, -1.706)  0.237
H (-0.736, -2.112, -1.863)  0.519
H (-1.460, -1.116, -0.620)  0.409
H (0.758, 0.165, -3.391)  0.296
H (1.207, 1.196, 0.577)  0.612
H (1.418, 0.451, 2.126)  0.489
H (-0.740, 0.461, 2.578)  0.585
H (-1.240, -0.259, 1.073)  0.354
H (-0.395, 2.591, 0.845)  0.443
H (-1.768, 2.313, 1.879)  0.467
H (-1.738, 2.565, -1.235)  0.061
H (1.980, 0.944, -1.375)  0.154
H (3.459, 1.200, -0.782)  0.262
H (4.455, -1.275, -0.892)  0.311
O (-1.919, 5.150, -1.068)  -0.489
C (-2.210, 6.367, -0.376)  -0.522
C (-2.747, 6.062, 1.006)  -0.316
O (-1.820, 5.278, 1.741)  -0.512
H (-2.756, 4.719, -1.269)  0.328
H (-1.265, 6.905, -0.303)  0.250
H (-2.920, 6.972, -0.947)  0.336
H (-2.923, 6.982, 1.563)  0.331
H (-3.695, 5.513, 0.924)  0.242
H (-1.460, 4.641, 1.112)  0.360


Record 5
Here is a cluster of 2 separate species, H4O2 in total at a distorted geometry from the Open Molecules 2025 dataset. Energies are from the ωB97M-V functional and the def2-TZVPD basis.

For the energy above the lowest of the compared OMol25 structures with the same formula, charge and spin, the calculation gives 3.9 kcal/mol. The value obtained for the total energy is -4159.7716 eV. Its SMILES is O.O.

Each line ends with the Mulliken charge.
Element x y z (Å)
O (0.534, 0.795, -0.965)  -0.642
H (-0.106, 0.587, -0.261)  0.353
H (0.232, 1.709, -1.173)  0.325
O (-0.532, -0.800, 0.891)  -0.702
H (0.090, -0.755, 1.653)  0.342
H (-0.230, -1.498, 0.377)  0.324


Record 6
Here is an isolated molecule of C3H3NS at a distorted geometry from the Open Molecules 2025 dataset. Energies are from the ωB97M-V functional and the def2-TZVPD basis.

For the energy above the lowest of the compared OMol25 structures with the same formula, charge and spin, the calculation gives 96.5 kcal/mol. The value obtained for the total energy is -15479.5722 eV. Its SMILES is C#C/C=N\S.

Each line ends with the Mulliken charge.
Element x y z (Å)
C (-1.205, -0.921, 0.049)  -0.142
C (-0.642, 0.242, -0.117)  -0.176
C (0.234, 1.352, -0.012)  -0.093
N (1.488, 0.999, 0.111)  -0.384
S (1.654, -0.838, -0.026)  -0.185
H (-1.691, -1.804, 0.330)  0.437
H (-0.153, 2.331, -0.119)  0.358
H (0.316, -1.361, -0.216)  0.186


Record 7
Here is a structure of composition H6O3 at a distorted geometry from the Open Molecules 2025 dataset. Energies are from the ωB97M-V functional and the def2-TZVPD basis.

For the energy above the lowest of the compared OMol25 structures with the same formula, charge and spin, the calculation gives 43.2 kcal/mol. The value obtained for the total energy is -6238.3792 eV.

Each line ends with the Mulliken charge.
Element x y z (Å)
O (-0.764, 0.185, -2.198)  -0.622
H (-1.302, 0.034, -1.420)  0.324
H (-0.657, 1.135, -2.235)  0.314
O (-0.083, -0.425, 0.406)  -0.580
H (-0.891, -0.465, 0.918)  0.299
H (-0.161, -1.142, -0.223)  0.348
O (1.550, -0.035, 1.706)  -0.731
H (1.281, 0.773, 2.142)  0.259
H (1.028, -0.060, 0.904)  0.389


Record 8
Here is a cluster of 3 separate species, C11H20N4O8 in total at a distorted geometry from the Open Molecules 2025 dataset. Energies are from the ωB97M-V functional and the def2-TZVPD basis.

For the energy above the lowest of the compared OMol25 structures with the same formula, charge and spin, the calculation gives 0.0 kcal/mol. The value obtained for the total energy is -34070.7593 eV.

Each line ends with the Mulliken charge.
Element x y z (Å)
O (5.847, 3.762, -5.796)  -0.610
C (5.749, 2.717, -5.188)  0.491
O (6.234, 2.289, -4.137)  -0.644
N (4.818, 1.672, -5.841)  -0.128
C (3.548, 1.703, -5.562)  0.401
N (2.952, 2.622, -4.763)  -0.372
C (1.696, 2.271, -4.766)  -0.021
N (1.447, 1.198, -5.502)  -0.057
N (2.637, 0.807, -6.039)  -0.082
H (5.162, 0.954, -6.451)  0.196
H (0.905, 2.768, -4.242)  0.452
H (0.559, 0.754, -5.633)  0.204
H (2.749, 0.004, -6.623)  0.175
C (-0.268, -0.300, 1.579)  -0.785
C (-0.754, 1.093, 1.244)  -0.213
O (0.300, 2.064, 1.294)  -0.364
C (1.149, 2.050, 0.269)  0.797
O (1.086, 1.329, -0.696)  -0.583
O (2.072, 2.979, 0.477)  -0.338
C (3.091, 3.025, -0.530)  -0.514
H (0.232, -0.306, 2.547)  0.301
H (-1.105, -0.999, 1.612)  0.070
H (0.447, -0.658, 0.839)  0.330
H (-1.480, 1.420, 1.986)  0.295
H (-1.242, 1.126, 0.269)  0.299
H (2.655, 3.119, -1.521)  0.179
H (3.715, 2.135, -0.481)  0.289
H (3.701, 3.898, -0.323)  0.235
C (-4.408, -3.259, 6.400)  -1.096
C (-3.946, -2.023, 5.658)  -0.200
O (-3.089, -2.345, 4.551)  -0.345
C (-3.699, -2.839, 3.479)  0.780
O (-4.880, -3.014, 3.346)  -0.557
O (-2.766, -3.108, 2.563)  -0.319
C (-3.273, -3.724, 1.377)  -0.727
H (-3.551, -3.854, 6.718)  0.293
H (-4.988, -2.976, 7.278)  0.358
H (-5.031, -3.889, 5.766)  0.312
H (-3.342, -1.400, 6.314)  0.292
H (-4.787, -1.423, 5.312)  0.317
H (-4.074, -3.132, 0.940)  0.322
H (-3.628, -4.729, 1.596)  0.340
H (-2.442, -3.780, 0.680)  0.228